{"formula": "C44H100O31P4", "method": "ωB97M-V with the def2-TZVPD basis set", "max_force_ha_per_bohr": 0.11970, "multiplicity": 2, "orbital_gap_ha": [0.29955, 0.08231], "s2": 0.756, "charge": 1, "total_energy_ha": -5434.1956, "symbols": ["C", "C", "O", "P", "O", "O", "C", "C", "O", "C", "C", "H", "H", "H", "H", "H", "H", "H", "H", "H", "H", "H", "H", "H", "H", "H", "C", "C", "O", "P", "O", "O", "C", "C", "O", "C", "C", "H", "H", "H", "H", "H", "H", "H", "H", "H", "H", "H", "H", "H", "H", "H", "C", "C", "O", "P", "O", "O", "C", "C", "O", "C", "C", "H", "H", "H", "H", "H", "H", "H", "H", "H", "H", "H", "H", "H", "H", "H", "C", "C", "O", "P", "O", "O", "C", "C", "O", "C", "C", "H", "H", "H", "H", "H", "H", "H", "H", "H", "H", "H", "H", "H", "H", "H", "C", "C", "O", "C", "O", "O", "C", "H", "H", "H", "H", "H", "H", "H", "H", "C", "C", "O", "C", "O", "O", "C", "H", "H", "H", "H", "H", "H", "H", "H", "C", "C", "O", "C", "O", "O", "C", "H", "H", "H", "H", "H", "H", "H", "H", "C", "C", "O", "C", "O", "O", "C", "H", "H", "H", "H", "H", "H", "H", "H", "C", "C", "O", "C", "O", "O", "C", "H", "H", "H", "H", "H", "H", "H", "H"], "xyz": [[3.67, 6.63, 1.89], [4.61, 7.01, 3.07], [3.98, 6.48, 4.22], [4.93, 5.70, 5.27], [6.28, 6.26, 5.49], [4.82, 4.04, 4.95], [5.77, 3.10, 5.25], [6.45, 2.55, 4.02], [3.99, 5.75, 6.58], [4.58, 5.84, 7.81], [4.23, 7.26, 8.23], [2.72, 7.15, 1.82], [4.21, 6.71, 0.94], [3.54, 5.55, 2.00], [5.57, 6.60, 2.76], [4.45, 8.09, 3.17], [6.57, 3.51, 5.87], [5.34, 2.40, 5.96], [6.31, 1.47, 4.12], [6.04, 2.96, 3.10], [7.53, 2.37, 4.04], [4.10, 5.14, 8.49], [5.67, 5.77, 7.69], [4.62, 7.57, 9.20], [4.52, 8.04, 7.51], [3.14, 7.25, 8.36], [-3.05, 1.79, 2.45], [-2.90, 1.72, 0.93], [-1.83, 2.38, 0.32], [-0.33, 1.72, 0.52], [-0.32, 0.92, 1.74], [0.11, 1.00, -0.87], [-0.17, -0.40, -1.11], [0.61, -1.38, -0.24], [0.72, 2.98, 0.53], [1.49, 3.39, 1.57], [2.83, 2.78, 1.26], [-2.90, 0.90, 3.06], [-2.23, 2.44, 2.76], [-4.00, 2.23, 2.74], [-2.80, 0.70, 0.55], [-3.84, 1.94, 0.44], [-1.22, -0.69, -1.03], [-0.05, -0.52, -2.19], [0.16, -1.65, 0.71], [0.69, -2.40, -0.63], [1.60, -0.99, -0.01], [1.43, 4.47, 1.57], [1.07, 3.06, 2.53], [3.52, 3.26, 1.96], [2.93, 1.70, 1.34], [3.12, 3.08, 0.25], [1.54, -10.06, 0.37], [0.98, -9.26, -0.78], [-0.03, -8.46, -0.24], [-0.28, -6.99, -0.88], [0.65, -6.41, -1.84], [-1.73, -7.33, -1.49], [-2.58, -6.38, -2.02], [-3.99, -6.47, -1.28], [-0.45, -6.00, 0.35], [0.52, -5.92, 1.41], [1.14, -4.50, 1.76], [2.36, -10.71, 0.09], [1.88, -9.45, 1.21], [0.71, -10.53, 0.90], [1.76, -8.63, -1.21], [0.75, -9.93, -1.62], [-2.35, -5.34, -1.79], [-2.66, -6.35, -3.11], [-3.79, -6.69, -0.23], [-4.53, -5.52, -1.17], [-4.74, -7.13, -1.69], [-0.11, -6.14, 2.27], [1.36, -6.59, 1.27], [0.44, -3.68, 1.89], [1.50, -4.69, 2.77], [1.95, -4.14, 1.13], [-7.59, -4.56, -0.94], [-7.14, -3.53, -1.95], [-6.94, -2.34, -1.24], [-5.52, -1.93, -0.55], [-4.39, -2.81, -0.86], [-5.41, -0.29, -0.87], [-5.47, 0.09, -2.25], [-4.17, -0.36, -2.97], [-5.79, -1.95, 1.08], [-6.89, -1.35, 1.78], [-8.09, -2.27, 1.94], [-8.46, -4.11, -0.46], [-7.93, -5.53, -1.29], [-6.87, -4.77, -0.16], [-6.25, -3.73, -2.54], [-7.81, -3.42, -2.80], [-6.34, -0.47, -2.58], [-5.61, 1.16, -2.43], [-3.41, -0.03, -2.26], [-4.14, -1.44, -3.09], [-4.16, 0.18, -3.92], [-6.53, -1.00, 2.75], [-7.31, -0.42, 1.42], [-8.84, -1.78, 2.57], [-8.41, -2.41, 0.91], [-7.99, -3.25, 2.40], [-4.43, -3.33, -6.81], [-3.44, -2.92, -7.92], [-2.84, -1.63, -7.63], [-2.01, -1.44, -6.53], [-1.50, -2.34, -5.84], [-1.81, -0.07, -6.53], [-0.65, 0.23, -5.79], [-5.17, -2.58, -6.56], [-3.90, -3.37, -5.85], [-5.04, -4.21, -7.00], [-3.91, -2.81, -8.90], [-2.75, -3.75, -8.01], [0.28, 0.06, -6.33], [-0.58, -0.16, -4.78], [-0.74, 1.31, -5.65], [-3.82, -2.42, 8.31], [-4.39, -1.78, 7.03], [-3.99, -0.43, 6.98], [-4.61, 0.48, 6.28], [-5.68, 0.36, 5.61], [-4.02, 1.60, 6.48], [-4.58, 2.73, 5.88], [-3.98, -1.83, 9.22], [-2.74, -2.51, 8.16], [-4.24, -3.40, 8.57], [-5.46, -1.95, 6.93], [-3.90, -2.30, 6.20], [-4.78, 2.64, 4.81], [-3.80, 3.46, 6.10], [-5.54, 3.04, 6.29], [1.48, -3.89, -3.83], [2.15, -3.26, -5.02], [1.91, -1.87, -5.16], [2.83, -0.97, -4.79], [3.95, -1.30, -4.23], [2.42, 0.22, -5.17], [3.21, 1.39, -4.93], [1.93, -3.50, -2.92], [1.66, -4.96, -3.81], [0.40, -3.69, -3.87], [1.69, -3.68, -5.92], [3.20, -3.56, -4.98], [3.34, 1.63, -3.87], [2.64, 2.17, -5.43], [4.16, 1.27, -5.45], [3.83, 6.58, -4.46], [3.58, 6.22, -2.99], [2.23, 5.96, -2.59], [1.60, 4.87, -3.08], [2.28, 3.94, -3.52], [0.22, 5.04, -2.90], [-0.73, 3.96, -3.01], [3.13, 7.34, -4.82], [3.66, 5.65, -5.01], [4.88, 6.81, -4.63], [3.92, 7.10, -2.44], [4.21, 5.34, -2.86], [-0.52, 3.23, -3.79], [-1.69, 4.41, -3.30], [-0.84, 3.49, -2.04], [4.15, 0.76, -1.14], [5.33, 1.18, -2.17], [6.50, 1.61, -1.43], [6.72, 2.74, -1.05], [5.96, 3.79, -1.18], [7.94, 2.79, -0.35], [8.18, 3.83, 0.57], [3.61, 1.69, -0.98], [4.58, 0.27, -0.27], [3.65, -0.10, -1.59], [4.86, 2.09, -2.55], [5.45, 0.37, -2.89], [8.43, 4.74, 0.01], [9.19, 3.60, 0.90], [7.61, 4.01, 1.48]], "lowdin_charge": [-0.062, -0.259, -0.169, 0.546, -0.233, -0.194, -0.327, -0.069, -0.193, -0.309, -0.066, 0.086, 0.066, 0.042, 0.115, 0.127, 0.113, 0.129, 0.072, 0.059, 0.076, 0.128, 0.107, 0.076, 0.082, 0.079, -0.057, -0.302, -0.189, 0.526, -0.202, -0.189, -0.237, -0.071, -0.192, -0.306, -0.064, 0.082, 0.074, 0.061, 0.100, 0.117, 0.108, 0.109, 0.063, 0.072, 0.070, 0.122, 0.128, 0.058, 0.085, 0.057, -0.076, -0.307, -0.168, 0.443, -0.221, -0.163, -0.265, -0.047, -0.180, -0.220, -0.059, 0.081, 0.068, 0.080, 0.105, 0.124, 0.106, 0.118, 0.076, 0.036, 0.065, 0.118, 0.113, 0.060, 0.071, 0.067, -0.063, -0.293, -0.205, 0.542, -0.227, -0.212, -0.266, -0.059, -0.178, -0.272, -0.075, 0.069, 0.082, 0.080, 0.107, 0.122, 0.101, 0.120, 0.066, 0.065, 0.078, 0.111, 0.117, 0.083, 0.051, 0.080, -0.072, -0.192, -0.002, -0.466, 0.103, -0.006, -0.080, 0.070, 0.062, 0.078, 0.120, 0.117, 0.090, 0.087, 0.086, -0.058, -0.208, 0.055, -0.600, 0.053, 0.038, -0.049, 0.076, 0.073, 0.076, 0.125, 0.124, 0.078, 0.105, 0.104, -0.064, -0.217, 0.029, -0.496, 0.025, -0.013, -0.016, 0.074, 0.073, 0.079, 0.128, 0.123, 0.060, 0.097, 0.107, -0.059, -0.222, 0.022, -0.466, 0.077, -0.010, -0.013, 0.088, 0.067, 0.083, 0.123, 0.093, 0.084, 0.098, 0.073, -0.002, -0.074, 0.184, -0.411, 0.377, 0.074, -0.026, 0.050, 0.092, 0.079, 0.100, 0.128, 0.110, 0.115, 0.101]}